ORCA calculation (ωB97M-V with the def2-TZVPD basis set) on a molecular structure, C46H48N5O6RuS3.

Computed properties:
- ⟨S²⟩: 8.77
- E_HOMO (spin up / spin down): -12.18 / -12.42 eV
- LUMO energy (spin up / spin down): -0.21436 / -0.27488 Ha
- Largest force on an atom: 4.29 eV/A
- Total energy: -103284.6515 eV
- Energy relative to the best compared isomer or geometry (same formula, charge and spin): 0.0 kcal/mol

```
! wB97M-V def2-TZVPD RIJCOSX def2/J DEFGRID3
* xyz 2 6
Ru -0.77382 -0.40826 1.12703
O 5.07205 2.02788 3.64298
C 5.16855 0.67288 3.20360
C 3.80149 0.38922 2.59705
C 3.54867 -0.69034 1.78095
C 2.31458 -0.84198 1.18706
N 1.25531 -0.04044 1.53532
C 1.54414 1.09399 2.23904
C 2.78609 1.31876 2.76649
C 0.37716 1.94160 2.34855
C 0.36649 3.13081 3.10171
C -0.65826 4.03444 2.94217
C -0.75132 5.29171 3.74490
O -0.86723 4.87061 5.12909
C -1.65026 3.67594 2.01901
C -1.61262 2.51765 1.28546
N -0.66427 1.59946 1.49515
H 5.93730 2.32992 3.93814
H 5.37235 -0.03707 4.02782
H 5.94136 0.47767 2.44491
H 4.30801 -1.41531 1.48991
H 2.16754 -1.58104 0.43068
H 2.93309 2.21879 3.33693
H 1.24365 3.37122 3.71844
H -1.66182 5.85374 3.45260
H 0.13377 5.94555 3.58625
H -0.25461 5.43779 5.60989
H -2.51699 4.33121 1.87584
H -2.32126 2.21933 0.48425
O 2.09727 0.60741 -2.25689
S 3.27952 0.96942 -3.07835
C 2.82690 2.19437 -4.44563
C 1.37105 2.62400 -4.56452
C 0.45981 1.68893 -5.36091
C -0.86210 2.33793 -5.67627
S -2.07602 2.35636 -4.28969
O -1.31233 2.11806 -3.03851
C -3.11696 0.97979 -4.69333
C -2.57711 -0.31856 -4.65041
C -3.41502 -1.37332 -4.95836
C -4.79482 -1.15360 -5.16619
C -5.30705 0.13599 -5.17424
C -4.40900 1.21645 -5.03337
C 4.31131 2.07083 -2.11291
C 3.78957 3.20247 -1.54001
C 4.62811 4.14312 -0.92174
C 5.99678 3.86552 -0.82199
C 6.51678 2.69456 -1.38117
C 5.67388 1.79227 -2.05974
H 3.15769 1.61588 -5.36792
H 3.49433 3.06010 -4.29454
H 1.38479 3.62576 -5.10420
H 1.00211 2.86516 -3.54812
H 0.32628 0.71293 -4.92045
H 0.92903 1.48372 -6.34261
H -1.41072 1.89561 -6.50380
H -0.72806 3.46216 -5.84135
H -1.52296 -0.49144 -4.37429
H -2.98136 -2.36102 -5.00247
H -5.48151 -2.01637 -5.31790
H -6.37914 0.33544 -5.26523
H -4.70495 2.27028 -5.16082
H 2.69759 3.36987 -1.66098
H 4.10858 5.01907 -0.54906
H 6.64763 4.61820 -0.32392
H 7.55001 2.36845 -1.29944
H 5.99990 0.86553 -2.51926
C 2.13687 -5.97795 6.27786
C 1.16467 -5.24434 5.39385
C 1.40551 -3.86402 5.17773
C 0.56019 -3.05997 4.42491
C -0.55196 -3.62702 3.83660
C -0.88574 -4.97706 4.07184
C -0.02842 -5.79632 4.84260
S -1.63668 -2.74525 2.72059
O -1.87886 -1.44139 3.27926
O -2.71276 -3.68558 2.45349
N -0.80023 -2.43414 1.33640
C -0.66608 -3.31949 0.31362
C -0.15474 -4.67383 0.46098
C 0.18625 -5.34942 -0.71279
C -0.03200 -4.83068 -1.99310
C -0.66295 -3.56388 -2.01739
N -0.86499 -2.81767 -0.95734
H 2.52114 -5.26123 7.01357
H 3.03472 -6.26860 5.67562
H 1.61929 -6.80980 6.75199
H 2.30686 -3.44151 5.54556
H 0.84649 -2.00695 4.23976
H -1.80574 -5.36053 3.69709
H -0.29918 -6.81006 5.11741
H -0.09360 -5.07794 1.46154
H 0.54491 -6.39632 -0.69232
H 0.08656 -5.39952 -2.92804
H -0.97101 -3.13035 -2.99263
C -6.86401 0.29229 -1.03452
C -5.50378 -0.09654 -0.44532
C -5.19025 0.11181 0.92058
C -3.89128 0.01004 1.40202
N -2.85706 -0.39029 0.58473
C -3.14890 -0.74649 -0.67837
C -4.45457 -0.51519 -1.26579
H -6.97750 1.36702 -0.87630
H -7.72742 -0.25606 -0.57019
H -6.90236 0.11789 -2.13738
H -5.95836 0.42826 1.57333
H -3.64452 0.24984 2.43614
H -2.35344 -1.21625 -1.31289
H -4.60404 -0.57260 -2.31536
*
```

Atom charges from the Mulliken analysis, given in e for atoms 1 to 2: atom 1 (Ru): 0.353, atom 2 (O): -0.499